Computed, not measured: a structure of composition C3H4HgMgO3, with ωB97M-V/def2-TZVPD.

Atoms and positions in Å:
O -2.1726 0.1664 0.7345
C -1.4569 1.2383 0.4653
C 0.0196 1.0229 0.2839
Hg -1.7583 -1.8347 0.7383
H -1.1122 1.5189 -0.7519
H 0.4644 0.7521 1.2519
H 0.5936 1.8785 -0.0929
O 0.3216 -0.6274 -0.4298
C 1.4352 -0.9805 -0.8353
Mg 3.3710 -3.2271 -1.2063
O 1.8904 -2.0249 -1.2894
H -1.5957 2.1175 1.1318

- E_HOMO (spin up / spin down): -14.6 / -15.2 eV
- Expectation value of S²: 2.01
- Charge: +2
- Spin multiplicity: 3
- E_LUMO (spin up / spin down): -12.04 / -12.18 eV



Computed, not measured: a structure of composition C45H105N15O15, with ωB97M-V/def2-TZVPD.

Atoms and positions in Å:
C 4.1399 -1.6755 4.3157
O 5.0840 -0.9969 4.6793
N 3.0154 -1.2057 3.7587
C 1.9566 -2.0731 3.2889
C 2.8177 0.1985 3.4211
H 4.1297 -2.7630 4.4983
H 0.9854 -1.6037 3.4492
H 1.8635 -3.0029 3.8532
H 2.1634 -2.3064 2.2407
H 3.5839 0.8436 3.8385
H 2.8018 0.2624 2.3304
H 1.8474 0.5438 3.7820
C -2.8566 2.9029 0.7364
O -2.6636 1.8501 0.1762
N -4.0358 3.2795 1.2954
C -4.1093 4.4794 2.1043
C -5.2524 2.5350 0.9963
H -2.0640 3.6513 0.8833
H -3.1111 4.9126 2.1986
H -4.3295 4.2154 3.1420
H -4.7334 5.3068 1.7682
H -5.9002 3.1453 0.3668
H -5.0172 1.5488 0.6113
H -5.8112 2.3800 1.9247
C 0.4335 -5.2769 -1.0034
O 1.2314 -4.4380 -0.6298
N -0.5310 -5.0579 -1.9263
C -0.7915 -3.7718 -2.4989
C -1.4673 -6.1385 -2.1828
H 0.4058 -6.3189 -0.6580
H -0.1012 -2.9790 -2.2173
H -1.7837 -3.3648 -2.2687
H -0.8033 -3.8239 -3.5920
H -1.5674 -6.9014 -1.4178
H -2.4343 -5.7400 -2.4904
H -1.1303 -6.6740 -3.0808
C 6.4076 0.4075 -1.5202
O 7.5719 0.4338 -1.1464
N 5.4258 1.0299 -0.8200
C 4.0489 0.5643 -1.0418
C 5.5825 1.7666 0.4038
H 6.0921 -0.1884 -2.3875
H 3.4454 1.4694 -1.1218
H 3.6322 -0.0352 -0.2249
H 3.8940 -0.0615 -1.9207
H 6.5542 2.2585 0.4968
H 4.9369 2.6466 0.3640
H 5.4926 1.1390 1.2918
C 2.5108 -4.7424 -3.7168
O 2.7829 -4.9992 -4.8806
N 3.4251 -4.5980 -2.7284
C 3.0088 -4.0979 -1.4502
C 4.8229 -4.9113 -2.9473
H 1.4799 -4.5715 -3.3876
H 3.1261 -4.7928 -0.6023
H 1.9512 -3.8580 -1.3611
H 3.5692 -3.2363 -1.0666
H 5.0668 -5.8710 -2.4797
H 5.1962 -4.8011 -3.9567
H 5.3934 -4.2507 -2.2848
C 2.2707 3.6304 1.8722
O 2.2149 2.4157 1.7357
N 3.2455 4.2487 2.5629
C 4.3812 3.5391 3.1159
C 3.2352 5.7046 2.6718
H 1.4862 4.2556 1.4317
H 5.2696 3.8708 2.5723
H 4.2633 2.4673 2.9943
H 4.5798 3.7629 4.1653
H 2.8437 5.9389 3.6641
H 4.2465 6.0722 2.4995
H 2.5848 6.1588 1.9260
C -4.0608 -3.4234 1.0297
O -4.7679 -4.3620 1.3656
N -4.5512 -2.1833 0.8340
C -3.5764 -1.2058 0.4042
C -5.9077 -1.7293 0.9479
H -2.9764 -3.5163 0.9118
H -3.8602 -0.7497 -0.5465
H -2.5683 -1.6187 0.4040
H -3.4988 -0.3847 1.1265
H -6.6486 -2.5080 1.0893
H -5.9865 -0.9521 1.7160
H -6.1262 -1.1630 0.0339
C -0.9342 1.7571 -6.3685
O -0.6768 0.5693 -6.3164
N -0.5542 2.6069 -5.3944
C -0.8685 4.0078 -5.4522
C 0.1534 2.1602 -4.2212
H -1.3774 2.2620 -7.2370
H 0.0135 4.6599 -5.4436
H -1.3671 4.3522 -4.5393
H -1.4691 4.2981 -6.3120
H 0.2521 2.9306 -3.4611
H -0.4319 1.3687 -3.7421
H 1.0914 1.6640 -4.4575
C -5.2552 1.7892 -2.2447
O -5.9499 0.8456 -1.9367
N -3.9915 1.7287 -2.7287
C -3.1924 2.9120 -2.9686
C -3.2953 0.5079 -3.0031
H -5.5842 2.8212 -2.0521
H -2.2307 2.8095 -2.4568
H -3.6344 3.8815 -2.7490
H -2.9368 2.9045 -4.0333
H -2.3320 0.5724 -2.4672
H -3.7538 -0.4201 -2.6818
H -2.8316 0.3911 -3.9919
C -4.7008 -2.6577 5.1677
O -5.8789 -2.6483 5.4188
N -3.9905 -1.6648 4.5751
C -4.5650 -0.4350 4.0802
C -2.5524 -1.7473 4.4217
H -4.0146 -3.5121 5.2857
H -4.2756 0.3995 4.7269
H -5.6494 -0.5227 4.1741
H -4.3806 -0.1478 3.0467
H -2.2197 -1.7028 3.3815
H -2.0146 -0.9623 4.9586
H -2.2632 -2.7352 4.7835
C -0.7624 4.7181 3.6299
O -0.6820 5.0204 2.4449
N -0.6847 3.4612 4.0790
C -0.5300 2.2891 3.2337
C -0.9993 3.1561 5.4767
H -0.9381 5.5092 4.3711
H -1.4252 1.6635 3.2180
H 0.3214 1.6885 3.5544
H -0.2957 2.5410 2.2021
H -0.6803 3.9806 6.1122
H -2.0728 3.0436 5.6578
H -0.5505 2.2039 5.7471
C 4.4396 -1.8016 -4.7973
O 5.6302 -1.7231 -4.5391
N 3.5465 -0.8019 -4.6434
C 3.8820 0.5720 -4.3952
C 2.1027 -1.0709 -4.7283
H 3.9560 -2.7063 -5.2086
H 4.9386 0.7233 -4.2022
H 3.2119 0.9994 -3.6415
H 3.5673 1.1706 -5.2640
H 1.8589 -1.9722 -5.2906
H 1.6830 -1.0193 -3.7289
H 1.6393 -0.3490 -5.4086
C 2.2543 4.2594 -1.6418
O 2.3118 3.0371 -1.7108
N 1.1929 4.9686 -1.2327
C 0.0210 4.3455 -0.6416
C 1.1456 6.4119 -1.5760
H 3.0898 4.9353 -1.8791
H 0.0996 3.2641 -0.6684
H -0.8031 4.6197 -1.3130
H -0.2324 4.7348 0.3426
H 1.2190 6.9608 -0.6388
H 1.8999 6.7550 -2.2772
H 0.1769 6.5422 -2.0595
C -0.5937 -4.4754 2.7293
O -0.8902 -3.5540 1.9890
N -1.0875 -5.7147 2.5812
C -0.6843 -6.7990 3.4506
C -1.8251 -6.1171 1.4243
H -0.0706 -4.3549 3.6869
H -0.2481 -7.6163 2.8667
H -1.5411 -7.2795 3.9300
H 0.0689 -6.4829 4.1692
H -1.9286 -5.2704 0.7467
H -1.2627 -6.7893 0.7671
H -2.7427 -6.6038 1.7503
C -0.1128 -1.9387 -1.0589
O 0.4616 -2.1110 -2.1456
N -0.0868 -0.7236 -0.4644
C 0.2773 0.4989 -1.1291
C -0.3867 -0.6464 0.9486
H -0.5466 -2.7854 -0.5109
H 1.1435 0.9702 -0.6552
H -0.5227 1.2409 -1.1008
H 0.6231 0.2527 -2.1292
H -0.5572 -1.6108 1.4286
H 0.4003 -0.2174 1.5798
H -1.2321 0.0416 1.0698

- E_HOMO: -7.8 eV
- Charge: 0
- E_LUMO: -0.19 eV



Computed, not measured: the molecule C6H13BN2O3, with ωB97M-V/def2-TZVPD.

Atoms and positions in Å:
O 1.5050 -0.1594 -1.8441
O 1.7136 2.2689 0.1678
O -0.0729 2.3548 1.6443
B 0.3874 2.0393 0.4054
C 0.7541 -0.7660 -1.1030
N -0.4683 -0.1842 -0.7424
N 2.0299 -2.1565 0.4839
C -1.2053 -0.9599 0.2074
C -1.8987 1.9021 -0.4498
C -0.3517 -2.2489 0.5010
C -0.5156 1.3358 -0.6952
C 0.8950 -2.1008 -0.4419
H 2.1519 1.6910 -0.4777
H 0.6979 2.6073 2.2229
H 1.8753 -1.4765 1.2809
H 2.9374 -1.9027 0.2079
H -1.3847 -0.3661 1.0843
H -2.1477 -1.1856 -0.2244
H -2.0584 2.8235 -0.9837
H -2.6775 1.2527 -0.9213
H -2.0801 2.1345 0.6169
H -1.0135 -3.0948 0.2085
H -0.0041 -2.3971 1.5190
H 0.0354 1.6022 -1.6056
H 0.8954 -3.0136 -1.0611

- E_HOMO: -8.9 eV
- Charge: 0
- E_LUMO: 0.48 eV
- Structure (SMILES): C[C@@H](B(O)O)N1CC[C@H](N)C1=O



Computed, not measured: a structure of composition C3H5N, with ωB97M-V/def2-TZVPD.

Atoms and positions in Å:
C 0.0930 0.5824 -0.5607
C 1.2025 0.0440 0.1081
C -1.3111 -0.4151 0.3827
N -1.2089 0.7521 -0.2837
H 0.4684 1.0727 -1.4554
H 1.2765 -0.1723 1.1905
H 2.1545 -0.0485 -0.4860
H -1.8280 -1.2017 -0.2398
H -0.8470 -0.6136 1.3442

- E_HOMO: -7.5 eV
- Charge: 0
- E_LUMO: -0.85 eV



Computed, not measured: a structure of composition C44H57N4O6PPb, with ωB97M-V/def2-TZVPD.

Atoms and positions in Å:
Pb -1.8103 1.0104 -0.3590
C 0.3973 3.7322 0.6550
N -1.0103 3.3643 0.4686
C -1.9000 4.2397 0.7465
C -3.2849 3.9499 0.4902
C -4.4229 4.8025 0.6591
C -5.4898 4.0797 0.2366
C -4.9586 2.7850 -0.1764
N -3.6540 2.7212 -0.0188
C 0.9398 4.2905 -0.6424
C 0.9325 3.5151 -1.7994
C 1.4129 4.0335 -2.9906
C 1.9167 5.3282 -3.0347
C 1.9348 6.1001 -1.8842
C 1.4421 5.5835 -0.6917
H 0.9303 2.8229 0.9297
H 0.4898 4.4765 1.4494
H -1.6390 5.2162 1.1571
H -4.4060 5.8129 1.0324
H -6.5247 4.3760 0.1945
H -5.5202 1.9512 -0.5731
H 0.5880 2.4874 -1.7554
H 1.4059 3.4257 -3.8861
H 2.2974 5.7308 -3.9633
H 2.3303 7.1062 -1.9115
H 1.4559 6.1932 0.2039
O -2.4000 -1.7558 -4.1996
C -3.1669 -2.9221 -3.9469
N -4.5567 -2.8009 -4.2762
C -5.5855 -2.3841 -3.4766
O -6.7379 -2.4380 -3.8373
C -5.2787 -1.8786 -2.0901
C -6.1323 -2.2485 -1.0599
C -5.9390 -1.7099 0.2014
C -4.9125 -0.8012 0.3808
N -4.1004 -0.4178 -0.6066
C -4.2808 -0.9553 -1.8152
H -2.3706 -1.5985 -5.1509
H -3.0576 -3.1200 -2.8816
H -2.7644 -3.7726 -4.4997
H -4.8631 -3.0890 -5.1949
H -6.9452 -2.9326 -1.2645
H -6.5842 -1.9756 1.0264
H -4.7433 -0.3413 1.3480
H -3.6095 -0.6247 -2.6000
O 0.6076 0.6964 -0.0564
P 1.7469 -0.3324 -0.0714
C 2.8493 0.1596 -1.4324
C 3.3124 1.6341 -1.2436
C 4.7632 1.7388 -0.7848
C 5.7203 1.1248 -1.8188
C 5.0426 0.0261 -2.6467
C 4.0263 -0.7577 -1.8186
C 0.8865 -1.9350 -0.3134
C 0.1064 -1.9221 -1.6485
C 0.8785 -2.5074 -2.8272
C 1.4052 -3.9030 -2.5124
C 2.2818 -3.8902 -1.2655
C 1.5288 -3.3085 -0.0745
C 2.6121 -0.1205 1.5346
C 3.9764 -0.7597 1.8571
C 3.9221 -2.1537 2.4720
C 2.9567 -2.2095 3.6510
C 1.5739 -1.6874 3.2701
C 1.6531 -0.2609 2.7314
H 2.1359 0.1520 -2.2673
H 2.6458 2.1660 -0.5629
H 3.2112 2.1507 -2.2003
H 4.8822 1.2465 0.1803
H 5.0145 2.7869 -0.6170
H 6.5960 0.7170 -1.3102
H 6.0901 1.9024 -2.4886
H 5.7897 -0.6548 -3.0548
H 4.5276 0.4660 -3.5056
H 4.5227 -1.1773 -0.9410
H 3.6627 -1.6044 -2.3975
H 0.1437 -1.7952 0.4822
H -0.2297 -0.9111 -1.8904
H -0.8001 -2.5195 -1.5002
H 1.7146 -1.8540 -3.0920
H 0.2206 -2.5337 -3.6968
H 1.9551 -4.3037 -3.3648
H 0.5561 -4.5749 -2.3416
H 3.1906 -3.3151 -1.4532
H 2.6057 -4.9031 -1.0211
H 2.1643 -3.2913 0.8067
H 0.7049 -3.9899 0.1671
H 2.7959 0.9562 1.4116
H 4.4496 -0.0917 2.5851
H 4.6322 -0.7589 0.9909
H 4.9251 -2.4303 2.8002
H 3.6432 -2.8914 1.7179
H 3.3521 -1.5867 4.4607
H 2.8903 -3.2256 4.0419
H 0.9249 -1.7088 4.1495
H 1.1133 -2.3452 2.5270
H 2.0293 0.3871 3.5301
H 0.6689 0.1254 2.4514
O -1.9341 1.4819 4.3853
C -1.9800 0.2449 4.7346
C -1.9774 -0.0837 6.1328
C -2.0557 -1.3940 6.5026
C -2.1295 -2.4003 5.5183
C -2.1111 -2.0862 4.1365
C -2.0338 -0.7905 3.7307
C -1.9868 -0.4120 2.2720
O -1.8779 -1.2601 1.4062
O -2.0310 0.8669 2.0445
H -1.9640 1.4899 3.3373
H -1.9207 0.7262 6.8464
H -2.0630 -1.6671 7.5484
H -2.1943 -3.4362 5.8221
H -2.1445 -2.8689 3.3898

- E_HOMO (spin up / spin down): -13.3 / -13.3 eV
- Charge: +2
- E_LUMO (spin up / spin down): -7.36 / -8.63 eV



Computed, not measured: a structure of composition C49H52BrCl3N4O9Sb2Sn, with ωB97M-V/def2-TZVPD.

Atoms and positions in Å:
Sn 0.8989 0.3547 -0.9513
Cl -1.3320 6.0068 4.6262
C -1.1847 4.9623 3.2336
C -2.3428 4.5967 2.5317
C -2.2354 3.8080 1.4223
Cl -3.6696 3.3172 0.5742
C -0.9689 3.3227 0.8992
O -0.8920 2.7073 -0.1845
C 0.1631 3.6308 1.7383
C 1.4618 3.0247 1.5540
O 1.7696 2.0168 0.9322
C 0.0345 4.4812 2.8498
H -3.3146 4.9354 2.8661
H 2.2655 3.5358 2.1233
H 0.9209 4.7237 3.4265
C -3.7924 -0.5363 -3.5213
Sb -2.2616 0.7885 -2.6962
C -0.9727 0.1844 -4.3183
C -3.1683 2.5656 -3.6725
C -2.5386 2.9727 -4.9562
C -3.0170 2.4192 -6.1471
C -2.4938 2.7609 -7.3833
C -1.4744 3.6998 -7.4470
C -0.9922 4.2620 -6.2766
C -1.4845 3.9088 -5.0148
C -0.8685 4.5141 -3.8025
Sb 0.8758 3.3477 -3.0302
C 1.4942 5.0204 -1.8337
C 2.0302 3.9122 -4.7756
H -3.8835 -0.3911 -4.5989
H -4.7643 -0.3670 -3.0533
H -3.4885 -1.5671 -3.3286
H -1.5007 0.2184 -5.2706
H -0.6409 -0.8339 -4.1037
H -0.0952 0.8264 -4.3735
H -3.1361 3.3577 -2.9267
H -4.2085 2.2760 -3.8254
H -3.8325 1.7049 -6.0928
H -2.8859 2.3111 -8.2878
H -1.0638 4.0019 -8.4034
H -0.2031 5.0038 -6.3294
H -1.5590 4.6006 -2.9630
H -0.4536 5.4981 -4.0261
H 1.5340 5.9225 -2.4455
H 2.4852 4.7960 -1.4413
H 0.7904 5.1592 -1.0120
H 1.9955 4.9936 -4.9243
H 1.6313 3.4106 -5.6582
H 3.0651 3.6063 -4.6254
O 3.8395 -4.1434 4.0512
C 3.7973 -4.4106 2.8324
O 4.1190 -5.4390 2.2129
C 3.2275 -3.2627 1.9529
C 3.0873 -1.9823 2.4772
C 2.4816 -1.0011 1.7182
N 1.9977 -1.2445 0.4969
C 2.1694 -2.4564 -0.0425
C 2.7892 -3.4824 0.6514
C 1.5518 -2.6807 -1.4193
O 1.7975 -3.7209 -2.0135
O 0.7449 -1.7530 -1.8037
H 3.4299 -1.7949 3.4859
H 2.3340 0.0084 2.0855
H 2.9022 -4.4551 0.1939
C -2.3222 -4.9024 6.0721
C -2.3673 -5.0391 4.5420
C -1.5243 -6.2466 4.1206
C -3.8315 -5.3043 4.1500
C -1.8653 -3.6976 3.8905
O -2.7185 -2.6797 4.3902
C -0.3942 -3.4480 4.3096
C 0.3631 -2.1924 3.8343
C -0.1504 -0.8338 4.2564
C -0.5579 -0.5619 5.5598
C -0.9953 0.7002 5.9270
C -1.0219 1.7126 4.9792
Cl -1.5843 3.2978 5.4332
C -0.5982 1.4822 3.6848
C -0.1592 0.2107 3.3378
C -1.9690 -3.8241 2.3451
N -1.9877 -2.5560 1.6409
C -1.1046 -2.0648 0.7663
N -1.4687 -0.8564 0.3881
C -2.6463 -0.6685 1.0242
N -2.9953 -1.6681 1.8066
H -2.8592 -5.7340 6.5335
H -2.7943 -3.9690 6.3790
H -1.2996 -4.9229 6.4505
H -1.9602 -7.1521 4.5500
H -0.4956 -6.1726 4.4741
H -1.5065 -6.3721 3.0357
H -4.2519 -6.0680 4.8075
H -3.9254 -5.6775 3.1286
H -4.4260 -4.3965 4.2532
H -2.9634 -2.0635 3.6780
H 0.1985 -4.2978 3.9647
H -0.3672 -3.4571 5.3989
H 0.4770 -2.1991 2.7518
H 1.3775 -2.3035 4.2297
H -0.5447 -1.3463 6.3070
H -1.3092 0.9020 6.9427
H -0.6047 2.2808 2.9521
H 0.1940 0.0402 2.3264
H -2.8782 -4.3518 2.0676
H -1.1078 -4.3830 1.9836
H -0.2178 -2.5865 0.4485
H -3.2287 0.2370 0.9479
Br 6.4622 2.9880 -3.0154
C 5.8898 1.3480 -3.7850
C 6.7404 0.8008 -4.7366
C 6.4183 -0.4022 -5.3422
C 5.2611 -1.0719 -4.9787
C 4.4267 -0.5310 -4.0175
C 4.7121 0.6929 -3.4105
C 3.6873 1.2092 -2.4056
O 3.5670 2.4225 -2.2216
O 2.9902 0.2871 -1.8778
H 7.6553 1.3176 -4.9919
H 7.0771 -0.8162 -6.0960
H 5.0144 -2.0214 -5.4371
H 3.5248 -1.0436 -3.7097

- E_HOMO: -3.4 eV
- Charge: -2
- E_LUMO: 3.72 eV



Computed, not measured: a cluster of 3 separate species, C2H11N2O2 in total, with ωB97M-V/def2-TZVPD.

Atoms and positions in Å:
C -0.6855 -0.5855 0.1895
C -0.4642 -1.6146 -0.6613
N -1.5557 -2.5519 -1.0429
N 0.2574 0.3684 0.3287
H -1.5884 -0.4880 0.7902
H 0.3348 -1.6232 -1.3851
H -1.5580 -2.5677 -2.0625
H -1.5035 -3.5030 -0.6805
H -2.4988 -2.2277 -0.8091
H 1.2240 0.1215 0.1691
H 0.0474 1.1499 0.9622
H 2.6842 0.9449 -1.5997
H 3.4236 1.7622 -0.5203
O 2.7952 1.0451 -0.6488
H -0.7020 2.6725 2.6410
H -0.9290 3.4022 1.2928
O -0.6614 2.5656 1.6844

- E_HOMO: -12.2 eV
- Charge: +1
- E_LUMO: -3.25 eV



F_max, record by record: 0.1069, 0.2026, 0.0552, 0.1275, 0.0077, 0.0277, 0.0259 Eh/bohr
ΔE to the lowest compared entry with this formula, charge and spin, record by record: 532.1, 1710.9, 70.6, 456.9, 0.0, 0.0, 156.6 kJ/mol